# 1
93
Properties=species:S:1:pos:R:3 method="wB97M-V/def2-TZVPD" total_charge=+2 molar_mass_g_mol=848.0 relative_energy_ev=1.1176 fmax_ev_per_a=3.55 gap_ev=7.22 energy_ha=-3245.63694 spin_multiplicity=1
Sn 1.738 -1.144 1.948
O -2.141 -0.680 1.342
C -2.800 -0.326 2.485
C -4.153 -0.596 2.530
C -4.824 -0.301 3.719
C -4.197 0.456 4.734
C -2.841 0.794 4.676
C -2.098 0.304 3.545
C -0.657 0.485 3.535
O 0.046 0.312 2.454
N -0.121 0.684 4.785
N 1.142 1.254 4.726
C 2.173 1.062 5.456
C 3.170 2.026 5.091
C 4.403 2.299 5.569
C 5.058 3.379 5.050
C 4.446 4.205 4.087
C 3.155 4.003 3.621
C 2.537 2.869 4.150
O 1.279 2.449 3.969
H -1.296 -0.246 1.357
H -4.490 -1.213 1.723
H -5.880 -0.554 3.745
H -4.786 0.681 5.627
H -2.277 1.434 5.395
H 2.126 0.191 6.073
H 4.990 1.805 6.346
H 6.059 3.715 5.286
H 4.977 5.007 3.612
H 2.730 4.677 2.943
C -1.171 4.263 -3.052
C -0.195 3.307 -3.745
C 1.111 3.505 -2.982
C -0.092 3.649 -5.208
C -0.729 1.838 -3.576
O 0.335 1.059 -3.938
C -1.970 1.646 -4.502
C -2.970 0.538 -4.308
C -2.418 -0.929 -4.345
C -2.742 -1.806 -3.381
C -2.410 -3.133 -3.522
C -1.625 -3.552 -4.593
Cl -1.291 -5.196 -4.958
C -1.119 -2.598 -5.480
C -1.646 -1.318 -5.414
C -1.193 1.457 -2.025
N -0.341 0.407 -1.416
C 0.411 0.531 -0.337
N 0.875 -0.652 0.010
C 0.342 -1.492 -0.926
N -0.376 -0.871 -1.810
H -0.651 5.268 -3.140
H -1.191 4.154 -1.997
H -2.184 4.350 -3.363
H 1.349 4.573 -3.042
H 1.991 3.011 -3.453
H 1.060 3.228 -1.924
H 0.658 4.484 -5.285
H -0.914 3.997 -5.811
H 0.388 2.811 -5.766
H -0.004 0.211 -4.301
H -1.517 1.672 -5.468
H -2.509 2.614 -4.370
H -3.654 0.539 -5.172
H -3.576 0.815 -3.446
H -3.220 -1.454 -2.435
H -2.787 -3.837 -2.810
H -0.461 -2.855 -6.324
H -1.309 -0.657 -6.196
H -2.301 1.088 -1.961
H -1.050 2.173 -1.276
H 0.567 1.403 0.256
H 0.458 -2.578 -0.948
S -2.197 -3.809 2.398
C -1.385 -3.507 3.851
C -0.232 -2.906 3.605
N 0.127 -2.724 2.296
C -0.872 -3.229 1.529
H -1.875 -3.599 4.830
H 0.409 -2.695 4.412
H -0.907 -3.212 0.465
C 2.471 -4.937 1.906
C 3.120 -4.183 0.777
N 2.975 -2.877 0.693
C 3.624 -2.540 -0.558
C 4.228 -3.632 -1.071
N 3.793 -4.694 -0.274
H 2.844 -5.913 1.958
H 1.411 -4.946 1.681
H 2.554 -4.334 2.849
H 3.499 -1.544 -0.980
H 4.884 -3.779 -1.891
H 4.131 -5.629 -0.316



# 2
89
Properties=species:S:1:pos:R:3 method="wB97M-V/def2-TZVPD" total_charge=+2 molar_mass_g_mol=719.8 relative_energy_ev=0.0000 fmax_ev_per_a=2.32 gap_ev="7.14 / 7.24" energy_ha=-4056.75714 spin_multiplicity=9
Cr 1.409 2.917 -0.961
Cr -1.809 3.337 -0.802
C -0.670 0.281 -1.249
O -0.481 1.647 -1.075
H -1.508 -0.178 -0.708
H -0.736 -0.036 -2.303
H 0.197 -0.297 -0.883
C 0.150 5.203 0.945
O -0.052 4.129 0.059
H -0.127 4.916 1.971
H 1.169 5.587 0.993
H -0.561 6.016 0.759
N -2.655 2.619 1.113
C -2.678 3.408 2.201
C -3.148 3.019 3.432
C -3.540 1.697 3.595
C -3.518 0.863 2.491
C -3.079 1.366 1.279
H -2.328 4.416 2.016
H -3.248 3.731 4.238
H -3.829 1.253 4.539
H -3.837 -0.167 2.561
H -3.004 0.669 0.453
N 2.518 1.510 -2.356
C 3.844 1.362 -2.227
C 4.684 0.701 -3.088
C 4.081 0.167 -4.235
C 2.714 0.323 -4.428
C 1.984 0.983 -3.463
H 4.269 1.819 -1.337
H 5.742 0.539 -2.953
H 4.672 -0.340 -4.988
H 2.300 -0.103 -5.331
H 0.955 1.242 -3.693
N 2.269 1.916 0.703
C 2.728 2.683 1.713
C 3.521 2.201 2.724
C 3.884 0.857 2.720
C 3.415 0.061 1.694
C 2.597 0.628 0.733
H 2.473 3.736 1.677
H 3.884 2.876 3.486
H 4.475 0.455 3.532
H 3.550 -1.012 1.672
H 2.293 0.022 -0.109
N 3.090 -4.000 0.402
C 2.365 -3.013 -0.121
C 2.781 -2.332 -1.250
C 3.963 -2.679 -1.886
C 4.707 -3.717 -1.354
C 4.235 -4.314 -0.184
H 1.366 -2.843 0.266
H 2.203 -1.500 -1.645
H 4.287 -2.107 -2.744
H 5.694 -3.949 -1.728
H 4.902 -5.013 0.309
N -3.468 2.307 -1.761
C -3.222 1.672 -2.923
C -4.186 0.956 -3.593
C -5.457 0.809 -3.059
C -5.726 1.559 -1.924
C -4.726 2.318 -1.342
H -2.229 1.821 -3.325
H -3.846 0.496 -4.513
H -6.220 0.161 -3.464
H -6.673 1.430 -1.418
H -4.977 2.835 -0.423
N -1.627 -4.571 0.427
C -2.345 -5.648 0.130
C -3.298 -5.672 -0.879
C -3.406 -4.583 -1.725
C -2.723 -3.440 -1.354
C -1.873 -3.464 -0.256
H -2.083 -6.564 0.647
H -3.846 -6.591 -1.041
H -3.972 -4.679 -2.641
H -2.838 -2.510 -1.901
H -1.332 -2.570 0.045
N 0.280 -1.343 2.076
C -0.151 -0.153 2.463
C 0.047 0.319 3.758
C 0.627 -0.535 4.674
C 1.147 -1.748 4.253
C 0.959 -2.107 2.924
H -0.669 0.484 1.752
H -0.369 1.270 4.064
H 0.751 -0.274 5.719
H 1.624 -2.467 4.905
H 1.266 -3.071 2.531



# 3
85
Properties=species:S:1:pos:R:3 method="wB97M-V/def2-TZVPD" total_charge=+1 molar_mass_g_mol=676.8 relative_energy_ev=0.1281 fmax_ev_per_a=0.61 gap_ev="5.70 / 6.70" energy_ha=-1929.70370 spin_multiplicity=4
Tc 0.059 -0.552 -0.102
C -1.219 -1.964 -2.892
C -2.632 -1.426 -2.699
C -2.726 0.029 -3.174
C -3.226 -1.692 -1.318
C -4.214 -2.668 -1.236
C -4.905 -2.901 -0.058
C -4.646 -2.126 1.061
C -3.660 -1.151 1.040
C -3.444 -0.287 2.275
C -3.205 -1.104 3.551
C -4.642 0.650 2.480
C -2.927 -0.984 -0.148
N -1.863 -0.016 -0.150
C -2.272 1.327 -0.172
O -3.389 1.709 -0.383
C -1.149 2.245 0.170
C -1.265 3.579 0.490
C -0.130 4.237 0.951
C 1.059 3.533 1.116
C 1.073 2.202 0.764
N 0.004 1.600 0.263
C 2.184 1.240 1.015
O 3.252 1.563 1.451
N 1.805 -0.069 0.675
C 2.755 -1.113 0.963
C 2.749 -1.715 2.230
C 3.710 -2.678 2.494
C 4.642 -3.034 1.533
C 4.619 -2.433 0.287
C 3.674 -1.463 -0.037
C 3.774 -0.856 -1.441
C 4.421 0.537 -1.444
C 2.506 -0.861 -2.303
C 1.755 -1.344 3.315
C 1.124 -2.584 3.959
C 2.418 -0.459 4.377
H -0.896 -1.849 -3.929
H -1.119 -3.008 -2.594
H -0.491 -1.397 -2.293
H -3.263 -2.008 -3.372
H -1.908 0.643 -2.784
H -3.668 0.490 -2.876
H -2.658 0.063 -4.263
H -4.468 -3.233 -2.126
H -5.674 -3.662 -0.025
H -5.226 -2.278 1.964
H -2.556 0.327 2.119
H -4.063 -1.737 3.782
H -3.062 -0.428 4.397
H -2.321 -1.741 3.483
H -5.535 0.070 2.726
H -4.854 1.233 1.584
H -4.451 1.335 3.309
H -2.230 4.062 0.402
H -0.180 5.286 1.216
H 1.955 3.982 1.524
H 3.732 -3.160 3.463
H 5.389 -3.787 1.754
H 5.347 -2.724 -0.462
H 4.466 -1.521 -1.960
H 3.718 1.310 -1.131
H 4.759 0.784 -2.453
H 5.278 0.578 -0.772
H 1.676 -0.323 -1.832
H 2.168 -1.868 -2.554
H 2.696 -0.332 -3.239
H 0.943 -0.770 2.864
H 1.860 -3.153 4.529
H 0.691 -3.245 3.208
H 0.335 -2.284 4.653
H 3.175 -1.030 4.920
H 1.680 -0.108 5.101
H 2.913 0.406 3.931
F -0.300 -6.703 0.649
C -0.195 -5.376 0.544
C -1.186 -4.578 1.079
C -1.073 -3.204 0.938
C 0.014 -2.605 0.289
C 1.007 -3.465 -0.209
C 0.908 -4.840 -0.097
H -2.030 -5.026 1.588
H -1.856 -2.599 1.361
H 1.893 -3.073 -0.685
H 1.678 -5.496 -0.485



# 4
89
Properties=species:S:1:pos:R:3 method="wB97M-V/def2-TZVPD" total_charge=+1 molar_mass_g_mol=822.0 fmax_ev_per_a=1.17 gap_ev="7.19 / 7.02" energy_ha=-2127.05038 spin_multiplicity=6
Ir 12.182 12.546 11.481
O 15.957 13.370 10.151
C 14.782 13.090 10.236
N 14.156 12.781 11.418
C 14.891 12.916 12.643
C 13.945 13.085 13.801
C 14.408 12.986 15.103
C 13.517 13.141 16.152
C 12.186 13.448 15.888
C 11.801 13.516 14.569
N 12.667 13.328 13.553
C 13.883 13.033 9.033
C 14.422 12.937 7.771
C 13.581 12.833 6.684
C 12.213 12.740 6.895
C 11.757 12.843 8.193
N 12.570 13.034 9.249
H 15.524 13.813 12.631
H 15.539 12.045 12.835
H 15.452 12.759 15.317
H 13.898 13.038 17.170
H 11.466 13.583 16.670
H 10.762 13.675 14.275
H 15.497 12.933 7.674
H 14.011 12.782 5.691
H 11.541 12.557 6.081
H 10.708 12.798 8.415
C 7.642 16.851 13.386
C 7.739 17.826 12.182
C 6.802 17.492 11.014
C 9.158 18.085 11.787
C 9.577 19.386 11.786
C 10.904 19.756 11.507
C 11.853 18.768 11.302
C 11.505 17.423 11.280
C 12.599 16.380 11.164
C 13.386 16.524 9.863
C 13.569 16.423 12.344
C 10.093 17.039 11.388
N 9.856 15.795 11.071
C 8.761 14.925 11.063
C 9.166 12.377 11.384
C 7.978 11.599 11.319
C 8.431 10.299 11.290
C 9.850 10.308 11.351
N 10.279 11.596 11.389
C 10.766 9.112 11.328
C 11.655 9.151 10.068
C 11.672 9.096 12.567
C 9.927 7.824 11.291
H 6.629 16.504 13.512
H 7.902 17.403 14.281
H 8.329 16.003 13.372
H 7.359 18.778 12.559
H 7.193 16.736 10.357
H 6.648 18.388 10.414
H 5.838 17.150 11.396
H 8.871 20.176 11.988
H 11.215 20.789 11.516
H 12.897 19.047 11.172
H 12.111 15.416 11.164
H 13.905 17.481 9.827
H 12.760 16.414 8.989
H 14.143 15.736 9.807
H 14.087 17.375 12.388
H 14.331 15.647 12.184
H 13.072 16.227 13.304
H 7.929 15.105 11.721
H 6.952 11.932 11.321
H 7.790 9.429 11.263
H 12.280 10.044 10.036
H 11.086 9.069 9.161
H 12.297 8.271 10.106
H 12.412 9.886 12.506
H 12.207 8.127 12.579
H 11.124 9.174 13.508
H 9.295 7.766 10.403
H 9.304 7.727 12.183
H 10.603 6.965 11.271
N 9.214 14.828 8.678
C 8.287 14.654 9.630
O 9.430 13.679 11.536
C 7.013 14.236 9.346
C 6.053 14.041 10.393
N 5.380 13.945 11.326
C 6.719 13.930 7.975
N 6.674 13.720 6.845
H 10.073 15.283 8.969
H 8.969 14.732 7.714



Copy entry 4 word for word.
89
Properties=species:S:1:pos:R:3 method="wB97M-V/def2-TZVPD" total_charge=+1 molar_mass_g_mol=822.0 fmax_ev_per_a=1.17 gap_ev="7.19 / 7.02" energy_ha=-2127.05038 spin_multiplicity=6
Ir 12.182 12.546 11.481
O 15.957 13.370 10.151
C 14.782 13.090 10.236
N 14.156 12.781 11.418
C 14.891 12.916 12.643
C 13.945 13.085 13.801
C 14.408 12.986 15.103
C 13.517 13.141 16.152
C 12.186 13.448 15.888
C 11.801 13.516 14.569
N 12.667 13.328 13.553
C 13.883 13.033 9.033
C 14.422 12.937 7.771
C 13.581 12.833 6.684
C 12.213 12.740 6.895
C 11.757 12.843 8.193
N 12.570 13.034 9.249
H 15.524 13.813 12.631
H 15.539 12.045 12.835
H 15.452 12.759 15.317
H 13.898 13.038 17.170
H 11.466 13.583 16.670
H 10.762 13.675 14.275
H 15.497 12.933 7.674
H 14.011 12.782 5.691
H 11.541 12.557 6.081
H 10.708 12.798 8.415
C 7.642 16.851 13.386
C 7.739 17.826 12.182
C 6.802 17.492 11.014
C 9.158 18.085 11.787
C 9.577 19.386 11.786
C 10.904 19.756 11.507
C 11.853 18.768 11.302
C 11.505 17.423 11.280
C 12.599 16.380 11.164
C 13.386 16.524 9.863
C 13.569 16.423 12.344
C 10.093 17.039 11.388
N 9.856 15.795 11.071
C 8.761 14.925 11.063
C 9.166 12.377 11.384
C 7.978 11.599 11.319
C 8.431 10.299 11.290
C 9.850 10.308 11.351
N 10.279 11.596 11.389
C 10.766 9.112 11.328
C 11.655 9.151 10.068
C 11.672 9.096 12.567
C 9.927 7.824 11.291
H 6.629 16.504 13.512
H 7.902 17.403 14.281
H 8.329 16.003 13.372
H 7.359 18.778 12.559
H 7.193 16.736 10.357
H 6.648 18.388 10.414
H 5.838 17.150 11.396
H 8.871 20.176 11.988
H 11.215 20.789 11.516
H 12.897 19.047 11.172
H 12.111 15.416 11.164
H 13.905 17.481 9.827
H 12.760 16.414 8.989
H 14.143 15.736 9.807
H 14.087 17.375 12.388
H 14.331 15.647 12.184
H 13.072 16.227 13.304
H 7.929 15.105 11.721
H 6.952 11.932 11.321
H 7.790 9.429 11.263
H 12.280 10.044 10.036
H 11.086 9.069 9.161
H 12.297 8.271 10.106
H 12.412 9.886 12.506
H 12.207 8.127 12.579
H 11.124 9.174 13.508
H 9.295 7.766 10.403
H 9.304 7.727 12.183
H 10.603 6.965 11.271
N 9.214 14.828 8.678
C 8.287 14.654 9.630
O 9.430 13.679 11.536
C 7.013 14.236 9.346
C 6.053 14.041 10.393
N 5.380 13.945 11.326
C 6.719 13.930 7.975
N 6.674 13.720 6.845
H 10.073 15.283 8.969
H 8.969 14.732 7.714